## P
{
  "formula": "H10O5",
  "method": "ωB97M-V/def2-TZVPD",
  "symbols": ["H", "H", "H", "H", "H", "H", "H", "H", "H", "H", "O", "O", "O", "O", "O"],
  "xyz": [[-0.388, 0.229, 1.070], [-0.373, -1.027, 0.242], [0.598, 2.741, 3.239], [0.225, 4.079, 3.429], [1.060, -1.087, -2.046], [2.379, -0.621, -2.963], [1.152, 1.256, -0.732], [2.422, 0.918, -1.426], [-3.312, -4.078, -0.764], [-2.913, -2.537, -0.391], [-0.882, -0.647, 0.923], [0.013, 3.281, 3.774], [1.385, -0.765, -2.914], [1.776, 1.650, -1.425], [-3.140, -3.393, -0.015]],
  "lowdin_charge": [0.074, -0.018, 0.034, -0.030, 0.033, 0.074, 0.051, 0.019, 0.088, 0.012, -0.050, -0.004, -0.092, -0.087, -0.104],
  "orbital_gap_ev": 11.063,
  "molar_mass_g_mol": 90.1,
  "lumo_energy_ev": -0.38
}

***

## Q
{
  "formula": "H10O5",
  "method": "ωB97M-V/def2-TZVPD",
  "symbols": ["O", "H", "H", "O", "H", "H", "O", "H", "H", "O", "H", "H", "O", "H", "H"],
  "xyz": [[-3.114, 1.606, -0.562], [-3.765, 1.445, -1.219], [-2.412, 1.311, -0.967], [3.456, -0.244, 1.631], [2.502, -0.439, 1.672], [3.786, 0.221, 2.424], [1.438, -1.478, 0.394], [1.073, -0.661, -0.074], [2.355, -1.538, 0.090], [-1.598, -1.093, -1.224], [-0.922, -1.091, -1.840], [-2.499, -1.220, -1.637], [0.131, 0.879, 0.196], [0.359, 1.648, 0.730], [-0.789, 0.653, 0.385]],
  "lowdin_charge": [0.031, 0.033, -0.091, -0.094, 0.008, 0.045, -0.105, 0.028, 0.035, -0.032, -0.001, 0.085, -0.048, 0.068, 0.040],
  "orbital_gap_ev": 11.323,
  "molar_mass_g_mol": 90.1,
  "lumo_energy_ev": 0.39
}

***

## R
{
  "formula": "H10O5",
  "method": "ωB97M-V/def2-TZVPD",
  "symbols": ["O", "O", "O", "O", "O", "H", "H", "H", "H", "H", "H", "H", "H", "H", "H"],
  "xyz": [[-1.621, 3.658, -8.050], [-1.779, -1.460, -1.215], [-0.452, -2.829, 0.927], [-0.353, 2.119, 3.670], [3.784, -0.454, 3.983], [-1.310, 2.823, -7.762], [-2.017, -2.333, -1.552], [-0.451, -2.512, 1.902], [-0.833, 1.856, 4.429], [3.285, 0.182, 4.667], [-0.913, 4.058, -8.681], [-1.062, -1.743, -0.710], [0.478, -3.350, 0.735], [-0.533, 1.379, 3.096], [3.776, -1.394, 4.561]],
  "lowdin_charge": [-0.087, -0.046, -0.159, -0.034, -0.206, -0.003, 0.039, 0.083, 0.009, 0.086, 0.090, -0.055, 0.137, 0.026, 0.120],
  "orbital_gap_ev": 11.051,
  "molar_mass_g_mol": 90.1,
  "lumo_energy_ev": 0.05
}

***

## S
{
  "formula": "H10O5",
  "method": "ωB97M-V/def2-TZVPD",
  "symbols": ["H", "H", "H", "H", "H", "H", "H", "H", "H", "H", "O", "O", "O", "O", "O"],
  "xyz": [[0.490, -0.360, -0.661], [-0.935, 0.074, -0.795], [1.532, 1.384, -0.451], [2.695, 0.417, -0.304], [1.144, 3.240, -1.946], [2.268, 2.342, -2.455], [-4.290, -1.192, 0.565], [-4.079, -1.979, 1.847], [-0.366, -4.135, 1.215], [0.420, -2.899, 0.642], [-0.127, 0.376, -0.605], [2.504, 1.349, -0.137], [2.081, 3.046, -1.851], [-4.167, -1.110, 1.535], [-0.151, -3.272, 1.351]],
  "lowdin_charge": [0.048, -0.021, 0.032, 0.020, 0.042, 0.025, 0.050, -0.003, -0.028, 0.053, 0.014, -0.106, -0.055, -0.048, -0.024],
  "orbital_gap_ev": 10.154,
  "molar_mass_g_mol": 90.1,
  "lumo_energy_ev": -0.04
}

***

Name the least stable of them. R.

***

## P
{
  "formula": "H10O5",
  "method": "ωB97M-V/def2-TZVPD",
  "symbols": ["O", "H", "H", "O", "H", "H", "O", "H", "H", "O", "H", "H", "O", "H", "H"],
  "xyz": [[-0.286, 1.532, 1.435], [-1.159, 1.915, 1.525], [-0.057, 1.245, 2.319], [0.750, -1.111, -0.883], [0.572, -0.607, -0.089], [0.427, -1.990, -0.687], [-0.607, -3.197, 0.612], [-0.310, -4.105, 0.553], [-1.506, -3.217, 0.282], [2.111, 2.280, -0.384], [1.966, 1.392, -0.710], [2.281, 2.800, -1.170], [-1.765, 0.946, -0.837], [-1.371, 0.919, -1.709], [-1.047, 1.199, -0.257]],
  "lowdin_charge": [-0.040, 0.050, 0.056, -0.060, 0.008, -0.007, -0.038, 0.047, 0.051, -0.050, 0.013, 0.031, -0.060, 0.033, -0.035],
  "orbital_gap_ev": 11.268,
  "molar_mass_g_mol": 90.1,
  "lumo_energy_ev": 0.54
}

***

## Q
{
  "formula": "H10O5",
  "method": "ωB97M-V/def2-TZVPD",
  "symbols": ["O", "H", "H", "O", "H", "H", "O", "H", "H", "O", "H", "H", "O", "H", "H"],
  "xyz": [[1.982, 0.189, 1.127], [1.172, -0.111, 1.497], [2.687, -0.436, 1.270], [-0.391, -2.112, -0.678], [-0.747, -3.000, -0.731], [-1.125, -1.521, -0.941], [0.676, 1.956, -0.256], [1.279, 1.355, 0.148], [0.434, 2.553, 0.463], [-1.520, 0.332, -1.703], [-0.589, 0.555, -1.849], [-2.043, 1.056, -1.451], [-0.536, -0.238, 1.454], [-0.538, 0.431, 0.733], [-0.740, -1.008, 0.918]],
  "lowdin_charge": [-0.040, -0.022, 0.063, -0.060, 0.049, 0.021, -0.052, -0.044, 0.059, -0.032, 0.053, 0.024, -0.061, 0.029, 0.011],
  "orbital_gap_ev": 11.964,
  "molar_mass_g_mol": 90.1,
  "lumo_energy_ev": 0.65
}

***

Name the least stable of them. P.

***

## P
{
  "formula": "H10O5",
  "method": "ωB97M-V/def2-TZVPD",
  "symbols": ["H", "H", "H", "H", "H", "H", "H", "H", "H", "H", "O", "O", "O", "O", "O"],
  "xyz": [[-1.303, -1.272, -1.296], [-2.632, -1.918, -1.665], [-0.275, 0.519, 1.667], [-0.312, 1.864, 2.525], [1.006, 1.438, -2.186], [1.572, 1.836, -0.942], [2.935, -0.996, 0.104], [3.566, -1.996, 0.925], [-2.858, 0.626, 0.694], [-1.924, -0.481, 0.214], [-2.002, -1.769, -0.904], [-0.494, 0.897, 2.486], [1.231, 2.235, -1.759], [3.776, -1.322, 0.264], [-2.287, 0.339, -0.127]],
  "lowdin_charge": [0.025, 0.102, -0.023, 0.066, -0.002, 0.036, -0.025, 0.049, 0.109, -0.021, -0.076, -0.052, -0.034, -0.024, -0.130],
  "orbital_gap_ev": 10.439,
  "molar_mass_g_mol": 90.1,
  "lumo_energy_ev": -0.21
}

***

## Q
{
  "formula": "H10O5",
  "method": "ωB97M-V/def2-TZVPD",
  "symbols": ["H", "H", "H", "H", "H", "H", "H", "H", "H", "H", "O", "O", "O", "O", "O"],
  "xyz": [[0.009, -1.159, -0.705], [0.287, -1.283, -2.162], [-0.213, 2.961, -1.399], [-0.538, 1.528, -1.529], [4.578, -0.210, -0.063], [4.473, -1.002, 1.245], [-2.089, 1.264, 1.924], [-0.594, 1.346, 1.509], [-2.820, -1.057, 0.188], [-3.378, -2.258, 0.813], [0.581, -0.895, -1.344], [-0.474, 2.268, -0.809], [5.102, -0.626, 0.617], [-1.371, 0.772, 1.677], [-3.553, -1.649, 0.041]],
  "lowdin_charge": [-0.029, 0.043, 0.011, 0.085, 0.022, 0.035, -0.017, 0.048, -0.010, 0.068, 0.003, -0.091, -0.058, -0.034, -0.076],
  "orbital_gap_ev": 11.801,
  "molar_mass_g_mol": 90.1,
  "lumo_energy_ev": 0.34
}

***

## R
{
  "formula": "H10O5",
  "method": "ωB97M-V/def2-TZVPD",
  "symbols": ["O", "H", "H", "O", "H", "H", "O", "H", "H", "O", "H", "H", "O", "H", "H"],
  "xyz": [[3.526, -2.934, -1.166], [3.554, -3.186, -0.243], [2.867, -3.509, -1.553], [-1.301, 4.084, 1.477], [-0.393, 4.290, 1.252], [-1.738, 3.973, 0.632], [-0.541, -0.719, 0.343], [0.098, -1.326, -0.030], [-0.333, 0.124, -0.058], [0.629, 2.137, -1.856], [1.434, 2.627, -2.021], [0.057, 2.360, -2.591], [-2.558, -2.914, 2.209], [-3.341, -2.789, 1.673], [-1.963, -2.218, 1.931]],
  "lowdin_charge": [-0.055, 0.029, 0.027, -0.052, 0.026, 0.025, -0.043, 0.032, 0.018, -0.047, 0.033, 0.032, -0.056, 0.028, 0.004],
  "orbital_gap_ev": 11.374,
  "molar_mass_g_mol": 90.1,
  "lumo_energy_ev": 0.27
}

***

## S
{
  "formula": "H10O5",
  "method": "ωB97M-V/def2-TZVPD",
  "symbols": ["O", "H", "H", "O", "H", "H", "O", "H", "H", "O", "H", "H", "O", "H", "H"],
  "xyz": [[-1.425, 0.574, -0.674], [-0.858, 0.808, -1.318], [-1.427, -0.374, -0.628], [-0.013, -1.158, 2.626], [0.694, -0.793, 3.172], [-0.098, -0.421, 2.020], [-0.624, -2.222, -0.678], [0.146, -2.680, -0.383], [-1.262, -2.594, -0.104], [0.892, 1.139, 1.098], [0.079, 1.121, 0.664], [0.890, 1.777, 1.765], [0.674, 1.388, -2.405], [1.552, 1.432, -2.024], [0.780, 2.003, -3.131]],
  "lowdin_charge": [-0.002, -0.072, 0.005, -0.069, 0.033, -0.017, -0.013, 0.041, 0.031, -0.004, -0.027, 0.023, -0.029, 0.049, 0.049],
  "orbital_gap_ev": 11.667,
  "molar_mass_g_mol": 90.1,
  "lumo_energy_ev": 0.62
}

***

Name the least stable of them. P.

***

## P
{
  "formula": "H10O5",
  "method": "ωB97M-V/def2-TZVPD",
  "symbols": ["O", "H", "H", "O", "H", "H", "O", "H", "H", "O", "H", "H", "O", "H", "H"],
  "xyz": [[-2.488, -26.621, -24.595], [-2.739, -26.745, -23.680], [-3.247, -26.920, -25.095], [0.963, -27.154, -25.611], [0.978, -27.589, -26.464], [0.033, -27.016, -25.429], [2.246, -29.385, -29.390], [2.574, -30.282, -29.321], [2.486, -29.109, -30.274], [-0.155, -24.493, -21.864], [-1.034, -24.376, -21.503], [-0.188, -24.068, -22.721], [3.387, -29.264, -23.909], [3.277, -28.610, -24.599], [2.635, -29.132, -23.331]],
  "lowdin_charge": [-0.045, 0.033, 0.034, -0.049, 0.030, 0.008, -0.054, 0.029, 0.028, -0.053, 0.025, 0.030, -0.059, 0.016, 0.027],
  "orbital_gap_ev": 11.381,
  "molar_mass_g_mol": 90.1,
  "lumo_energy_ev": 0.43
}

***

## Q
{
  "formula": "H10O5",
  "method": "ωB97M-V/def2-TZVPD",
  "symbols": ["O", "H", "H", "O", "H", "H", "O", "H", "H", "O", "H", "H", "O", "H", "H"],
  "xyz": [[-0.752, -2.265, -1.357], [-1.244, -3.080, -1.259], [-0.430, -2.072, -0.476], [-1.852, 0.131, -2.090], [-1.160, 0.578, -1.602], [-1.640, -0.799, -2.009], [1.175, 3.143, 1.260], [1.277, 2.681, 2.092], [1.970, 3.670, 1.179], [0.141, 1.089, -0.386], [0.326, 1.860, 0.151], [0.354, 0.347, 0.180], [0.515, -1.623, 1.087], [0.880, -2.482, 1.299], [0.442, -1.178, 1.931]],
  "lowdin_charge": [-0.039, 0.054, -0.006, -0.086, -0.031, -0.030, -0.031, 0.049, 0.055, -0.035, -0.002, 0.007, -0.031, 0.064, 0.061],
  "orbital_gap_ev": 9.294,
  "molar_mass_g_mol": 90.1,
  "lumo_energy_ev": -0.12
}

***

Name the least stable of them. P.

***

## P
{
  "formula": "H10O5",
  "method": "ωB97M-V/def2-TZVPD",
  "symbols": ["O", "H", "H", "O", "H", "H", "O", "H", "H", "O", "H", "H", "O", "H", "H"],
  "xyz": [[1.387, 1.776, -1.949], [2.392, 1.640, -1.932], [0.997, 0.882, -2.026], [-0.306, -1.332, 1.752], [-0.506, -0.817, 0.992], [-0.662, -2.225, 1.612], [-0.479, 1.190, 0.393], [-0.120, 1.927, -0.054], [-1.404, 1.260, 0.505], [2.586, 0.352, 0.623], [2.242, -0.519, 0.579], [1.879, 0.853, 0.199], [-2.694, -1.346, 0.003], [-2.643, -2.262, 0.257], [-2.672, -1.375, -0.954]],
  "lowdin_charge": [-0.095, 0.090, 0.047, -0.052, -0.045, 0.034, -0.012, 0.012, 0.032, -0.040, 0.006, -0.013, -0.037, 0.031, 0.043],
  "orbital_gap_ev": 11.217,
  "molar_mass_g_mol": 90.1,
  "lumo_energy_ev": 0.23
}

***

## Q
{
  "formula": "H10O5",
  "method": "ωB97M-V/def2-TZVPD",
  "symbols": ["O", "H", "H", "O", "H", "H", "O", "H", "H", "O", "H", "H", "O", "H", "H"],
  "xyz": [[1.169, -0.342, 0.526], [1.324, -0.982, -0.185], [1.333, 0.523, 0.124], [-1.048, -0.830, 2.186], [-1.222, -0.247, 2.932], [-0.094, -0.736, 1.986], [0.290, -2.255, -2.409], [-0.135, -1.398, -2.529], [-0.223, -2.680, -1.708], [-2.284, -0.447, -0.338], [-1.890, -0.676, 0.535], [-1.598, 0.055, -0.786], [1.642, 3.148, -0.404], [0.722, 3.059, -0.125], [2.014, 3.808, 0.194]],
  "lowdin_charge": [-0.048, 0.047, 0.038, -0.068, 0.055, 0.025, -0.058, 0.028, 0.040, -0.084, -0.005, 0.006, -0.056, 0.036, 0.042],
  "orbital_gap_ev": 11.154,
  "molar_mass_g_mol": 90.1,
  "lumo_energy_ev": 0.16
}

***

## R
{
  "formula": "H10O5",
  "method": "ωB97M-V/def2-TZVPD",
  "symbols": ["O", "H", "H", "O", "H", "H", "O", "H", "H", "O", "H", "H", "O", "H", "H"],
  "xyz": [[0.795, 0.214, 0.028], [0.824, -0.700, 0.094], [1.700, 0.459, 0.220], [3.054, 1.849, 0.501], [2.974, 2.287, 1.331], [2.410, 2.313, -0.097], [-2.157, -0.862, -1.390], [-2.502, -1.646, -1.791], [-1.396, -0.537, -1.877], [-1.087, 1.417, 1.433], [-0.455, 0.986, 0.863], [-1.968, 1.468, 1.043], [-0.567, -2.278, 0.207], [-1.082, -1.788, -0.471], [-0.542, -3.184, -0.093]],
  "lowdin_charge": [-0.024, -0.009, 0.020, -0.049, 0.034, 0.081, -0.015, 0.052, 0.064, -0.078, -0.054, 0.029, -0.065, -0.021, 0.035],
  "orbital_gap_ev": 10.633,
  "molar_mass_g_mol": 90.1,
  "lumo_energy_ev": 0.37
}

***

Name the least stable of them. P.

***

## P
{
  "formula": "H10O5",
  "method": "ωB97M-V/def2-TZVPD",
  "symbols": ["H", "H", "H", "H", "H", "H", "H", "H", "H", "H", "O", "O", "O", "O", "O"],
  "xyz": [[-0.166, 2.060, -1.016], [0.467, 0.645, -1.344], [2.171, -1.974, -0.471], [1.964, -3.150, -1.471], [1.111, -1.522, -2.880], [-0.220, -0.679, -2.988], [-3.274, 0.117, 2.172], [-1.785, -0.249, 1.820], [0.112, 1.690, 3.150], [-0.221, 3.018, 3.834], [0.657, 1.586, -0.992], [2.244, -2.260, -1.403], [0.177, -1.610, -3.011], [-2.716, -0.181, 1.508], [-0.520, 2.511, 3.090]],
  "lowdin_charge": [0.019, 0.056, 0.069, 0.028, -0.021, 0.065, -0.011, 0.051, 0.092, 0.006, -0.082, -0.045, -0.089, -0.043, -0.096],
  "orbital_gap_ev": 11.311,
  "molar_mass_g_mol": 90.1,
  "lumo_energy_ev": 0.24
}

***

## Q
{
  "formula": "H10O5",
  "method": "ωB97M-V/def2-TZVPD",
  "symbols": ["O", "H", "H", "O", "H", "H", "O", "H", "H", "O", "H", "H", "O", "H", "H"],
  "xyz": [[23.343, -4.764, 22.600], [23.240, -5.066, 23.512], [23.713, -5.525, 22.140], [26.037, -7.827, 24.673], [26.965, -7.731, 24.910], [25.600, -7.032, 25.042], [24.347, -3.097, 28.175], [24.181, -2.372, 27.560], [23.575, -3.670, 28.097], [25.002, -5.227, 25.275], [25.709, -4.697, 24.854], [24.652, -4.659, 25.972], [26.757, -4.240, 23.320], [26.321, -4.482, 22.494], [27.699, -4.374, 23.162]],
  "lowdin_charge": [-0.065, 0.019, 0.034, -0.084, 0.025, -0.006, -0.056, 0.040, 0.036, -0.067, 0.024, 0.034, -0.043, 0.053, 0.058],
  "orbital_gap_ev": 11.212,
  "molar_mass_g_mol": 90.1,
  "lumo_energy_ev": 0.36
}

***

Name the least stable of them. P.